Below is a 2-piece molecular cluster, C17H19FN4O6 overall in a non-equilibrium geometry, with properties calculated with ωB97M-V with the def2-TZVPD basis set.

Bonds (Å) are listed after each position.
Element x y z (Å)
1 C -1.072 5.315 1.192  C2 1.522, H23 1.090, H24 1.088, H25 1.090
2 C -2.042 5.107 0.037  C1 1.522, N3 1.484, H26 1.088, H27 1.091
3 N -1.785 3.868 -0.737  C2 1.484, C4 1.439, C21 1.423
4 C -2.860 2.913 -0.799  N3 1.439, O5 1.193, C6 1.501
5 O -3.801 2.978 -1.528  C4 1.193
6 C -2.485 1.809 0.146  C4 1.501, C7 1.380, C20 1.386
7 C -3.228 0.812 0.746  C6 1.380, C8 1.394, H28 1.081
8 C -2.567 -0.059 1.611  C7 1.394, C9 1.383, H29 1.083
9 C -1.213 0.087 1.852  C8 1.383, O10 1.396, C13 1.393
10 O -0.500 -0.770 2.691  C9 1.396, C11 1.296
11 C -1.198 -1.462 3.536  O10 1.296, N12 1.149
12 N -1.801 -2.028 4.333  C11 1.149
13 C -0.455 1.080 1.236  C9 1.393, C14 1.497, C20 1.378
14 C 1.010 1.246 1.496  C13 1.497, O15 1.194, N16 1.451
15 O 1.420 1.621 2.553  C14 1.194
16 N 1.875 0.949 0.369  C14 1.451, C17 1.391, H30 1.020
17 C 3.054 0.301 0.724  N16 1.391, O18 1.188, F19 1.334
18 O 4.079 0.433 0.139  C17 1.188
19 F 2.969 -0.570 1.731  C17 1.334
20 C -1.123 1.926 0.378  C6 1.386, C13 1.378, C21 1.502
21 C -0.631 3.094 -0.429  N3 1.423, C20 1.502, O22 1.198
22 O 0.485 3.289 -0.817  C21 1.198
23 H -1.249 4.604 1.999  C1 1.090
24 H -0.031 5.307 0.873  C1 1.088
25 H -1.267 6.305 1.606  C1 1.090
26 H -2.014 5.973 -0.622  C2 1.088
27 H -3.053 5.038 0.440  C2 1.091
28 H -4.289 0.721 0.561  C7 1.081
29 H -3.124 -0.848 2.100  C8 1.083
30 H 2.140 1.835 -0.060  N16 1.020
31 C 1.809 -5.185 -1.571  C32 1.525, H37 1.090, H38 1.089, H39 1.092
32 C 2.041 -3.950 -0.707  C31 1.525, C33 1.534, N36 1.465, H40 1.095
33 C 0.906 -2.921 -0.785  C32 1.534, O34 1.413, H41 1.095, H42 1.099
34 O 0.899 -2.143 -1.965  C33 1.413, C35 1.414
35 C 0.286 -2.742 -3.090  O34 1.414, H43 1.095, H44 1.092, H45 1.090
36 N 3.340 -3.366 -1.053  C32 1.465, H46 1.016, H47 1.017
37 H 1.983 -4.978 -2.626  C31 1.090
38 H 2.499 -5.976 -1.279  C31 1.089
39 H 0.791 -5.565 -1.458  C31 1.092
40 H 2.091 -4.282 0.335  C32 1.095
41 H 1.042 -2.203 0.030  C33 1.095
42 H -0.076 -3.394 -0.637  C33 1.099
43 H -0.565 -3.364 -2.796  C35 1.095
44 H 0.992 -3.346 -3.665  C35 1.092
45 H -0.072 -1.938 -3.732  C35 1.090
46 H 3.549 -2.611 -0.405  N36 1.016
47 H 3.242 -2.908 -1.955  N36 1.017

Calculated values
Energy above the lowest of the compared OMol25 structures with the same formula, charge and spin = 0.0 kJ/mol
Electronic energy = -1429.4872 Eh
HOMO energy = -9.2 eV
Multiplicity = 1
SMILES string = CCN1C(=O)c2ccc(OC#N)c(C(=O)NC(=O)F)c2C1=O.COC[C@@H](C)N